1.
Density functional theory data (ωB97M-V with the def2-TZVPD basis set) for 7 unconnected molecules or ions with the total composition C36H84F8N5O17P2S8 at a distorted geometry.

HOMO-LUMO gap in eV: 3.4
Calculated total energy in eV: -207934.75557

```
! RIJCOSX wB97M-V def2-TZVPD def2/J DEFGRID3
* xyz -1 1
C -0.51 -7.43 3.08
H 0.76 -5.57 1.86
H 3.77 -5.14 -2.28
F -6.98 -4.24 -4.92
C -0.84 5.18 6.53
H 0.94 3.14 3.05
H 6.96 2.45 -6.32
S -6.04 -4.69 -6.20
F -8.11 -1.94 -1.77
H 6.87 1.56 -3.61
H 1.70 -3.65 1.02
S -5.31 0.40 -0.19
H 3.10 1.21 -7.65
S -4.11 -3.92 -7.02
O -6.13 -5.94 -2.16
H -1.59 -8.53 5.70
H 3.11 8.83 3.44
O -5.61 -6.02 -5.79
H 2.10 -1.54 -1.96
H 0.23 5.51 2.84
H -0.75 7.43 1.47
O -4.38 2.84 -0.29
H 3.78 -1.00 -5.80
S -3.84 1.94 -1.34
C -2.42 5.86 4.08
H -0.82 1.79 1.56
H -2.49 6.92 4.34
F -3.07 -2.69 -6.94
H -3.42 -7.01 2.91
S -1.80 -2.55 -1.26
N -1.50 -9.03 4.83
H -1.79 4.75 6.84
C 4.35 -5.16 -3.20
C 1.75 5.68 4.40
H 1.21 2.59 4.67
C 2.21 1.59 -7.16
C 2.00 0.04 -5.10
H -1.73 3.13 3.58
H 7.22 -0.18 -3.80
O -5.50 -4.69 0.00
H 5.69 -2.55 -3.84
O 0.33 -2.78 -3.37
H -0.02 4.48 6.72
C 2.28 1.38 -5.66
C 0.45 2.63 3.89
C -0.51 6.50 7.20
H 2.18 4.70 4.20
C 3.05 -0.98 -5.00
F -1.33 -3.15 -4.97
C 0.09 1.18 3.40
H 2.73 -6.02 -4.13
C -0.21 -5.80 1.43
H 2.40 2.65 -7.33
H 5.56 1.77 -7.15
H -1.67 8.77 1.13
C 6.36 0.58 -5.51
H 1.35 -0.37 -5.87
H 2.58 -1.96 -5.00
O -6.53 1.20 -0.11
C -2.57 5.64 2.57
H -1.30 8.63 9.26
H 0.11 -6.02 0.41
H -3.25 4.84 2.27
H -0.33 -6.62 3.78
H 2.40 -3.38 -0.66
F -5.99 -1.01 -0.61
C 6.02 1.93 -6.17
H 1.32 1.44 -7.77
O -3.27 -5.13 -6.82
H 2.30 0.12 -2.08
C -0.57 6.51 8.73
H 5.38 0.57 -2.11
C -3.01 -7.30 3.87
P 4.00 -0.98 -3.40
H -2.60 6.52 0.66
C -1.44 7.57 9.45
S -5.76 -4.72 -1.46
H 0.42 6.57 9.19
S -0.99 -3.44 -3.41
H 0.38 -8.06 2.97
O -8.81 -4.09 -2.36
H 3.41 -3.78 0.55
H 4.54 1.16 -3.53
H 3.87 -7.32 -3.65
C 2.78 6.62 3.80
N -6.23 -3.42 -2.04
H -1.52 7.38 10.52
O -4.63 0.00 1.02
H 5.73 -0.18 -5.98
O -3.40 2.57 -2.59
H 3.23 -1.51 1.49
C 0.04 1.18 1.81
H -2.22 -9.74 4.79
H 3.67 0.07 -0.30
S -7.79 -3.55 -1.50
H 0.50 6.81 6.93
C 2.88 -0.78 -1.89
H 2.01 8.58 4.58
C 4.74 -2.61 -3.31
H -0.12 0.21 1.34
O -1.11 -1.36 -0.77
N -2.30 -2.50 -2.70
F -4.32 -4.62 -2.09
C 4.01 -3.83 -3.95
H -0.91 5.51 9.00
N -4.91 -3.53 -5.86
C 3.77 -6.31 -4.06
H -1.42 8.35 2.78
C 6.47 0.60 -3.94
H 3.20 6.40 2.82
H 3.19 1.75 -5.21
H -0.87 -4.93 1.36
H 5.29 2.44 -5.54
H -0.62 -9.52 4.89
H -3.82 7.23 1.79
H 0.94 0.56 3.69
H -1.68 5.16 2.18
H 4.21 -6.26 -5.06
H 3.81 -3.79 -5.03
O -4.50 -3.55 -8.38
H 1.88 5.87 5.46
H 5.42 -5.33 -3.09
H 1.51 2.11 -5.40
H 4.46 -1.53 -0.51
H -2.47 7.46 9.11
O -6.93 -4.41 -7.34
H -3.20 5.61 4.80
H 2.99 -3.76 -3.57
H 1.60 8.34 2.89
H 7.32 0.27 -5.94
C 5.24 0.41 -3.18
F -3.36 -2.33 -0.63
C 2.49 -3.21 0.41
C -1.78 -8.22 3.54
C 2.33 8.10 3.66
H 1.03 1.48 1.44
H -2.76 -6.44 4.50
H -1.40 2.71 5.12
H -1.17 7.32 6.90
C 2.61 -1.70 0.61
O -8.03 -3.71 -0.12
H 1.63 -1.22 0.67
O -1.11 -4.91 -3.33
H 4.79 -2.68 -2.23
C -1.66 7.92 1.81
C 3.51 -0.99 -0.47
C 0.35 5.80 3.89
F -2.48 1.25 -0.70
N -4.63 0.44 -1.53
H -3.71 -7.80 4.54
H 0.06 6.84 4.07
C -2.81 6.85 1.68
H 3.65 6.59 4.45
H 1.28 0.13 -4.28
H -2.07 -8.93 2.76
H -0.79 0.84 3.94
C -0.97 3.32 4.33
O -0.92 -6.97 1.85
O -1.40 -3.77 -0.66
P -0.95 5.01 4.81
*
```

***

2.
Density functional theory data (ωB97M-V with the def2-TZVPD basis set) for 7 unconnected molecules or ions with the total composition C36H85F6N5O4P at a distorted geometry.

HOMO-LUMO gap in eV: 4.3
Calculated total energy in eV: -79921.25360

```
! RIJCOSX wB97M-V def2-TZVPD def2/J DEFGRID3
* xyz 3 1
H 5.51 2.58 -0.37
C -8.24 -0.20 4.20
C 3.50 2.86 10.42
C -7.05 -2.30 -4.41
C -5.36 -5.14 -5.13
H 3.99 -0.91 4.65
H 4.05 -1.45 -6.67
C -6.85 -3.67 -6.53
H -8.26 -4.02 -3.73
N 3.72 0.80 7.11
O 0.35 7.94 0.66
H 6.04 -1.43 6.63
H 0.01 9.27 -4.02
C -5.95 0.73 4.07
C 7.08 -3.27 -2.58
H -6.30 -1.79 -3.80
H 2.19 -0.40 6.39
H 5.72 1.49 6.81
C 5.26 0.52 7.02
H 2.99 -1.17 7.72
H -6.08 -4.01 -7.22
H -4.24 -1.35 4.76
H 9.05 -4.08 -3.41
H -3.03 -6.52 -4.40
H 2.20 1.97 6.04
C 6.09 3.50 -0.34
C 3.28 1.26 8.49
C 1.50 7.76 -2.37
C 4.01 -2.37 -6.09
H -7.97 0.24 6.87
H 7.24 -2.68 -1.68
H 4.02 3.67 10.93
H -6.62 -4.11 -3.26
H 5.10 -3.60 -3.43
H -8.64 0.80 4.03
C -0.42 8.29 -3.82
H 3.69 -2.05 -5.10
H -5.56 -2.06 -5.88
C 3.27 1.78 5.98
C 2.94 -3.17 -6.70
H -1.51 8.39 -3.84
H -8.82 -0.90 4.80
C 8.34 -3.26 -3.54
C -4.82 -1.67 5.63
H 6.87 -0.89 -6.21
C -7.31 0.83 6.23
H 6.76 -4.18 -2.06
H -6.49 1.53 3.57
C 5.87 -2.83 -3.48
H -1.33 9.14 0.73
H -1.55 9.20 -1.79
H -7.95 -1.69 -4.30
H 3.66 2.78 6.18
P -0.84 -0.90 -1.05
C -3.94 -7.12 -4.31
C 5.36 -3.12 -5.90
H 2.89 -4.09 -6.12
H 3.66 1.90 10.92
H 5.38 -1.95 -3.07
H -6.80 -1.76 6.29
C -7.76 -5.90 -5.41
H -7.90 -6.54 -4.53
O 7.46 3.30 1.55
C 7.48 3.31 0.27
C -7.26 -3.76 -4.07
O -4.45 -0.99 6.79
H -5.56 0.13 3.25
H 0.13 9.70 -1.53
C -5.07 -6.19 -3.92
H -6.61 -2.11 4.50
C -6.63 -2.30 -5.91
H -4.76 -1.50 7.55
H 6.28 -0.47 5.32
N 6.34 -2.55 -4.89
H -4.64 -2.74 5.75
H -5.20 1.15 4.75
H 5.22 -4.16 -5.60
H 5.76 -0.48 -4.92
C -0.57 8.88 -1.44
C 3.17 -0.62 6.80
C 7.74 -3.26 -4.92
H -8.77 -5.54 -5.60
C 4.02 2.58 8.95
O 8.40 3.25 -0.54
F -1.31 -1.17 -2.61
F -0.49 -0.59 0.51
H 1.99 8.66 -2.74
H 5.93 -3.31 -6.81
C -0.72 6.45 -2.16
H -4.87 -5.59 -3.03
H 0.33 7.95 1.62
N -6.82 -4.66 -5.27
H 4.22 -2.26 5.84
H -7.80 1.73 5.86
H -4.78 -4.22 -5.11
H -0.17 7.48 -4.49
H -5.15 -5.55 -6.12
H 2.20 1.33 8.38
H 3.52 0.43 9.15
H -4.06 -7.58 -5.29
H -7.40 -6.51 -6.23
H 1.75 7.54 -1.33
H -5.91 -6.84 -3.69
H 2.43 3.05 10.56
F 0.31 0.18 -1.50
H -7.10 -1.55 -6.55
C -6.34 -1.47 5.34
H 8.83 -2.31 -3.35
H 5.50 4.20 0.27
F -1.97 -1.96 -0.64
H 7.37 -0.71 -4.46
H 6.21 3.95 -1.33
H 7.59 -4.31 -5.15
H 8.42 -2.87 -5.68
H 5.10 2.43 9.07
H 1.68 6.93 -3.05
H 1.94 -2.74 -6.60
H 3.72 3.47 8.41
H -7.88 -3.65 -6.89
F 0.20 -2.15 -1.28
H 3.14 -3.47 -7.73
H -7.93 -0.64 3.25
N -0.03 7.82 -2.43
F -1.87 0.29 -1.11
C 5.55 -0.61 6.12
H -1.48 7.56 0.07
C -0.82 8.43 0.07
H -1.76 6.43 -1.84
N -6.88 -0.02 4.99
C 6.63 -1.09 -5.16
H 5.47 0.13 8.01
H -3.63 -7.86 -3.57
H -6.33 0.95 6.70
H 3.68 1.49 5.01
H -0.19 5.87 -1.41
H -0.67 5.81 -3.04
C 4.16 -1.18 5.69
*
```

***

3.
Density functional theory data (ωB97M-V with the def2-TZVPD basis set) for 8 unconnected molecules or ions with the total composition C36H85N5O8 at a distorted geometry.

SMILES: CC1(C)CCCC(C)(C)N1O.CC1(C)CCCC(C)(C)N1O.CC1(C)CCCC(C)(C)N1O.NC(N)=O.CCO.CCO.CCO.CCO
ΔE to the lowest compared entry with this formula, charge and spin in eV: 0.064
HOMO-LUMO gap in eV: 8.7
Calculated total energy in eV: -62537.03463

```
! RIJCOSX wB97M-V def2-TZVPD def2/J DEFGRID3
* xyz 0 1
C -3.29 1.85 -2.47
C 2.98 2.84 -3.36
H -1.88 -1.58 0.54
H -1.98 -0.56 1.95
C -2.57 -4.04 -1.80
C -2.87 -4.04 -3.31
H 3.68 2.87 -4.15
C 5.46 -0.61 2.17
C -0.95 -0.23 -5.42
N -0.48 -0.43 -1.19
H -1.04 -0.87 -4.54
H -2.99 -3.00 -3.67
H 0.75 3.94 3.28
H -4.81 -0.78 -1.52
H 5.40 -1.10 4.33
C 4.93 -0.41 3.62
H -3.43 -3.68 -1.18
C -2.52 -3.97 1.95
C -1.80 -2.73 2.39
H 2.52 -3.62 3.68
O -1.37 -3.28 -1.50
H 4.99 -2.65 2.46
C -5.88 4.56 -0.42
H -2.76 0.93 -2.66
H -0.12 2.42 -3.80
C 5.05 -1.95 1.63
N 1.35 0.91 -0.87
C 6.95 -0.27 2.23
C -1.38 -3.40 4.84
C -4.73 1.38 -2.06
O -0.23 2.58 1.21
H -3.88 -4.55 -3.35
H -0.49 -5.65 3.33
H 0.69 -4.01 5.20
H -0.83 4.38 3.03
H -1.51 2.09 2.86
H -1.69 2.93 -1.67
N -5.45 2.56 -1.63
H -5.39 0.45 -0.38
H -5.95 2.11 1.06
H -3.66 0.12 -0.56
H -4.22 2.01 1.13
H -3.58 4.47 -1.68
H -1.68 -1.35 3.99
H -3.33 2.52 -3.33
H 0.95 0.43 -4.70
H 3.89 2.33 -0.49
O -0.65 1.62 -4.00
H -1.93 -4.85 2.23
H 2.28 1.10 -0.50
H 2.69 5.02 -3.52
H -3.54 -4.10 2.37
O -0.10 -3.18 0.91
C -5.03 2.67 0.87
H 7.27 1.76 0.59
H 5.01 0.30 -2.10
H 3.85 -0.61 3.67
H -1.10 -3.49 -0.60
H -3.47 -1.43 1.52
C 0.77 -0.31 -0.60
H 2.16 -3.52 1.90
H -0.44 -0.72 -6.25
H 0.59 4.76 -2.67
C 5.38 0.86 0.02
H -0.44 3.49 4.51
H 5.27 -1.09 -0.92
H -3.08 -2.38 3.98
C 0.47 -3.65 3.15
H -5.02 3.41 1.70
H -0.61 0.14 -2.03
H -2.35 -5.12 -1.60
H 0.54 -2.53 0.54
H -2.69 -4.06 0.90
C 7.51 -0.25 0.81
H 0.27 1.56 -5.90
H 3.73 -0.35 -1.00
H 0.38 -5.32 1.79
C 2.19 4.09 -3.74
H 3.14 -0.31 1.32
C 0.00 0.86 -5.07
H 3.41 2.99 -2.38
O 1.34 -1.15 0.13
H 5.35 2.36 -1.45
N -0.35 -2.77 2.26
C -0.24 3.59 3.44
C -2.63 2.57 -1.28
H -5.45 5.33 0.22
H 0.99 1.49 -1.61
H 7.20 0.89 -1.01
H -0.80 -1.43 -1.40
H 5.25 3.07 0.28
H 5.22 0.61 3.78
H -6.86 4.36 0.03
C -2.32 -1.51 1.57
H -6.08 5.00 -1.43
H -1.99 0.12 -5.59
H 7.32 -1.25 0.35
C 0.13 -3.29 4.60
C -0.47 2.32 2.63
H 1.96 4.11 -4.78
H -0.12 1.70 0.79
H 7.45 -1.10 2.82
H 4.05 -1.90 1.21
H 5.66 -2.37 0.87
H 0.50 -2.27 4.88
C -3.49 3.74 -0.84
C 4.94 2.22 -0.40
C -5.45 0.82 -3.34
N 4.84 0.61 1.39
H -3.03 4.19 0.03
H 1.30 -5.63 3.25
H -6.36 0.38 -3.15
H 2.14 -2.10 3.03
C 4.81 -0.12 -1.08
H -7.38 2.68 -1.94
H 8.63 -0.38 0.82
H -4.81 0.01 -3.68
H -2.09 -4.67 -3.85
H 2.32 1.94 -3.53
C 6.95 0.87 0.05
C 0.38 -5.12 2.89
O 3.46 0.62 1.44
C -4.60 0.22 -1.06
H 0.18 1.46 2.95
O 0.93 3.94 -3.09
H -1.73 -4.39 4.69
C -2.00 -2.41 3.89
C 1.93 -3.18 2.87
H -2.45 1.87 -0.44
H 7.16 0.63 2.76
H -5.54 1.68 -4.05
H -1.62 -3.18 5.87
C -4.98 3.36 -0.50
O -6.80 2.16 -1.34
*
```

***

Results for E_LUMO: -0.60 -4.78 0.46 (in eV, following the order of the records).